Molecular formula: C4H10ClN2
Method: DFT, wB97M-V/def2-TZVPD

```
! RIJCOSX wB97M-V def2-TZVPD def2/J DEFGRID3
* xyz 1 1
C 0.90813 -0.16517 -0.27879
C 0.67172 1.12340 -0.71400
C -3.16816 1.83689 0.64302
C -2.09487 1.07257 0.75397
N 1.20970 -1.24933 -0.08091
N 1.62532 -3.69140 0.11936
Cl -1.98121 -0.22722 -0.37048
H 1.37919 1.81341 -0.38071
H 0.71119 1.17311 -1.85455
H -0.33574 1.60042 -0.54589
H -3.79141 1.60463 -0.31736
H -3.53157 2.65347 1.36173
H -1.29027 1.29743 1.41333
H 1.49058 -2.56735 -0.02373
H 2.33610 -3.96623 0.97106
H 0.76258 -4.16777 0.40060
H 1.93140 -4.23743 -0.63657
*
```

As for the energy above the lowest of the compared OMol25 structures with the same formula, charge and spin: 186.96 kJ/mol. The highest occupied orbital energy comes out at -0.470 hartree.

Results of the natural (NBO) charge analysis, in e, for atoms 1 through 5:
1. C 0.5388
2. C -0.7977
3. C -0.3610
4. C -0.2898
5. N -0.4576

---

Molecular formula: Br2ClP
Method: DFT, wB97M-V/def2-TZVPD

```
! RIJCOSX wB97M-V def2-TZVPD def2/J DEFGRID3
* xyz 0 1
P -1.66579 0.86247 -0.10635
Cl 0.26611 0.81331 0.11251
Br 3.48311 -0.37623 -0.01867
Br -2.08343 -1.29955 0.01250
*
```

As for the energy above the lowest of the compared OMol25 structures with the same formula, charge and spin: 256.12 kJ/mol. The highest occupied orbital energy (alpha / beta) comes out at -0.396 / -0.310 hartree.

Want to see where the charge sits? The natural (NBO) charges in e are:
1. P 0.4830
2. Cl -0.2545
3. Br -0.0095
4. Br -0.2190

---

Molecular formula: C24H31N5OS
Method: DFT, wB97M-V/def2-TZVPD

```
! RIJCOSX wB97M-V def2-TZVPD def2/J DEFGRID3
* xyz 0 1
C -0.22716 -2.73243 1.29068
N -1.55790 -2.63488 1.20767
C -2.29952 -2.27058 2.28849
C -3.71846 -2.29800 1.92391
C -3.80030 -2.64979 0.40735
C -2.59428 -2.77806 0.18004
C -2.14162 -3.09653 -1.09197
C -0.97135 -2.03709 -1.78500
N 0.19198 -2.41772 -2.10901
N 1.02846 -1.39793 -2.27011
C 0.16919 -0.11538 -2.02998
S 0.78278 1.30408 -2.06867
C 2.46950 1.11754 -1.68372
C 2.47832 0.38944 -0.23606
O 1.39133 0.11443 0.35964
N 3.59188 -0.18696 0.19903
C 4.93020 0.24372 -0.44806
C 5.52919 1.43092 -0.14152
C 6.01558 1.57052 1.34683
C 5.21011 1.00452 2.50989
C 4.74993 -0.55374 2.41121
C 3.78729 -0.86801 1.46538
N -1.13124 -0.59642 -1.77985
C -2.08579 0.00064 -1.42910
C -2.00535 0.70005 0.23381
C -2.92653 1.63166 0.41810
C -4.19828 1.42418 1.07161
C -5.01775 2.55902 1.13346
C -4.92551 3.79860 0.89489
C -3.75075 4.06886 0.05927
C -2.86212 3.19459 0.09958
H 0.33652 -1.78397 1.26042
H 0.12290 -3.11729 2.10680
H 0.09686 -3.47346 0.55948
H -1.97155 -2.16429 3.30109
H -4.68493 -2.06857 2.65527
H -4.72858 -2.53067 -0.12378
H -2.77838 -2.93504 -1.83030
H -1.62386 -3.89345 -1.13388
H 2.85078 0.31308 -2.50811
H 3.04852 1.87795 -1.53278
H 4.76766 -0.03679 -1.73582
H 5.54211 -0.75674 0.08708
H 6.36846 1.61640 -0.93197
H 4.99291 2.24112 -0.36712
H 6.85575 0.83136 1.36616
H 6.52859 2.50283 1.38025
H 5.42704 1.43788 3.54847
H 4.11439 1.61570 2.25119
H 5.58822 -0.92068 2.05103
H 4.55012 -0.61067 3.29593
H 3.72465 -1.99630 1.34897
H 2.81737 -0.69404 1.99935
H -3.02537 -0.28274 -1.35743
H -2.13358 0.99885 -2.15545
H -2.01277 0.08295 0.79422
H -1.00700 1.10392 0.31834
H -4.32555 0.27868 1.31756
H -5.96672 2.21916 1.67818
H -5.64779 4.68264 0.69777
H -3.58602 5.13680 -0.00481
H -1.81830 3.46448 -0.48776
*
```

As for the energy above the lowest of the compared OMol25 structures with the same formula, charge and spin: 2252.62 kJ/mol. The highest occupied orbital energy comes out at -0.275 hartree.

Results of the natural (NBO) charge analysis, in e, for atoms 1 through 5:
1. C -0.4088
2. N -0.3608
3. C -0.0477
4. C -0.3394
5. C -0.2765

---

Molecular formula: C11H26F3N2NbO5PS2
Method: DFT, wB97M-V/def2-TZVPD

```
! RIJCOSX wB97M-V def2-TZVPD def2/J DEFGRID3
* xyz -1 1
C 3.03089 0.23077 2.80850
Nb 2.25383 0.31053 0.69019
S 4.33428 1.28905 -0.20616
S 2.74153 -1.90249 -0.17693
C 0.37042 -0.28872 1.73582
C -0.85015 -0.64064 0.87239
C -1.88103 0.41246 0.74942
F -2.50909 0.72650 1.91260
C -2.31402 1.04661 -0.32140
F -3.48624 1.68530 -0.41278
F -1.70100 1.11647 -1.50248
P 1.57763 2.84099 1.04417
O 2.00326 3.69034 -0.10062
O -0.02752 3.01406 1.35153
O 2.07394 3.52264 2.43223
H 3.36867 1.20184 3.17677
H 2.28837 -0.13181 3.52431
H 3.88066 -0.46004 2.77990
H 1.20389 0.68070 -0.78433
H 4.82338 0.18980 -0.78404
H 2.70493 -1.73110 -1.49945
H 0.67834 -1.18568 2.28594
H 0.09488 0.45744 2.48628
H -0.57173 -0.97506 -0.12824
H -1.39548 -1.47747 1.33461
H -0.48889 2.59652 0.61174
H 1.41112 3.47895 3.12919
C 5.90779 -4.79853 -3.42179
C 4.68748 -3.90791 -3.53315
O 4.37273 -3.14096 -2.64601
N 3.94712 -4.00039 -4.67606
C 4.17069 -4.84985 -5.82160
H 6.36733 -4.59384 -2.46008
H 5.63602 -5.85355 -3.47405
H 6.62549 -4.59012 -4.21623
H 3.15079 -3.38214 -4.68760
H 4.31839 -4.26544 -6.73240
H 3.32988 -5.52618 -5.99079
H 5.05932 -5.45310 -5.66267
C -8.01324 3.43806 1.50338
C -7.67419 2.75937 2.81538
O -8.53513 2.52233 3.64895
N -6.37726 2.42808 3.02084
C -5.24037 2.63704 2.14098
H -9.08151 3.63093 1.50336
H -7.47596 4.38052 1.39415
H -7.76003 2.80469 0.65275
H -6.20989 1.97865 3.90743
H -4.77077 1.69271 1.87554
H -4.48914 3.26430 2.62260
H -5.56044 3.12735 1.22786
*
```

The highest occupied orbital energy comes out at -0.188 hartree.

Results of the natural (NBO) charge analysis, in e, for atoms 1 through 5:
1. C -1.0808
2. Nb 0.9688
3. S -0.3905
4. S -0.4496
5. C -0.8342

---

Molecular formula: C4H3O2S
Method: DFT, wB97M-V/def2-TZVPD

```
! RIJCOSX wB97M-V def2-TZVPD def2/J DEFGRID3
* xyz -1 1
O 0.66778 -1.23164 2.27945
C 0.55336 -0.52822 1.26687
C -0.45126 -0.13650 0.23768
C 0.97769 0.39606 0.21805
C 2.20461 0.07314 -1.06461
O 2.49781 -1.10693 -1.04449
S 2.68898 1.17212 -2.28065
H -0.74544 -0.84264 -0.45472
H -1.37936 0.32439 0.60297
H 1.32782 1.41303 0.46252
*
```

As for the energy above the lowest of the compared OMol25 structures with the same formula, charge and spin: 142.12 kJ/mol. The highest occupied orbital energy comes out at -0.142 hartree.

Results of the natural (NBO) charge analysis, in e, for atoms 1 through 5:
1. O -0.5633
2. C 0.5979
3. C -0.5476
4. C -0.4357
5. C 0.3779